12
Properties=species:S:1:pos:R:3 method="wB97M-V/def2-TZVPD" total_charge=0 smiles="C=C=C(CO)N=O" energy_ev=-9808.1365 orbital_gap_ev="9.0116 / 9.0123"
C -1.22649 1.72589 0.49121
C -0.78745 0.51418 0.81352
C 0.04949 -0.15784 0.00005
C 0.95241 -1.31126 0.30872
O 0.82869 -2.37459 -0.60607
N -0.02596 0.30988 -1.32287
O -0.69458 1.30923 -1.53163
H -2.14066 2.29954 0.39696
H -0.41423 2.17692 1.08141
H 0.65076 -1.67293 1.29418
H 2.00263 -0.97946 0.39471
H 0.86627 -1.98572 -1.48960